# 1
Below is a cluster of 2 separate species, C16H36BrN3O2 in total at a distorted geometry, with properties calculated with ωB97M-V/def2-TZVPD.

Cartesian coordinates (Å):
1 C 1.21673 -2.78671 4.86566
2 C 0.34173 -1.99940 3.86408
3 C -0.87619 -2.86837 3.50284
4 C -1.81193 -2.21411 2.47757
5 C -1.42409 -2.40530 0.97517
6 C -0.18248 -3.26416 0.70344
7 C 0.31909 -3.02477 -0.75300
8 C 1.66917 -2.31292 -0.79894
9 C 1.69344 -0.94188 -0.10548
10 N 1.47794 0.21719 -1.04659
11 C 0.44436 0.98043 -0.65194
12 N -0.69694 1.07656 -1.46504
13 O -1.02953 -0.21916 -1.87473
14 N 0.51365 1.62563 0.48657
15 C -0.58804 2.44611 1.03896
16 C -0.64180 3.79813 0.38744
17 C -1.63945 4.70577 1.13942
18 Br 1.10688 4.62360 0.22799
19 H 2.01422 -2.13495 5.21759
20 H 1.64989 -3.66472 4.38828
21 H 0.56856 -3.11359 5.67768
22 H 0.95036 -1.76245 2.98992
23 H -0.03695 -1.11316 4.37306
24 H -1.44345 -2.94078 4.43673
25 H -0.58939 -3.89107 3.25855
26 H -2.81540 -2.61814 2.62207
27 H -1.86975 -1.15468 2.73928
28 H -1.21629 -1.41160 0.56870
29 H -2.30481 -2.78531 0.46252
30 H -0.47235 -4.31054 0.77188
31 H 0.65816 -3.03623 1.35465
32 H 0.47864 -4.01364 -1.18878
33 H -0.42426 -2.53787 -1.37995
34 H 2.38169 -2.94948 -0.26927
35 H 2.06721 -2.18947 -1.80888
36 H 0.97508 -0.96175 0.71528
37 H 2.66936 -0.78487 0.35885
38 H 1.28894 -0.10275 -1.99724
39 H -0.41002 1.61133 -2.33433
40 H -1.98211 -0.27220 -1.72390
41 H 1.36651 1.52533 1.01979
42 H -1.52217 1.90702 0.90520
43 H -0.44442 2.53073 2.11700
44 H -1.06133 3.65384 -0.60449
45 H -2.37382 5.14070 0.46966
46 H -2.20275 4.07396 1.83368
47 H -1.13464 5.43899 1.76080
48 C 1.30851 2.11964 -3.57195
49 C 0.33011 1.59305 -4.60117
50 C -0.19831 2.76755 -5.44393
51 O -0.69913 1.01664 -3.89888
52 H 0.79092 2.82704 -2.92946
53 H 1.70419 1.30436 -2.95655
54 H 2.17301 2.63679 -4.01386
55 H 0.92057 0.96039 -5.30163
56 H -0.70322 3.51005 -4.82031
57 H -0.90415 2.41630 -6.19814
58 H 0.62026 3.27889 -5.97188

Calculated values
Strongest force on any atom   2.62 eV/Å
Charge   0
LUMO energy   0.14 eV

# 2
Below is a cluster of 2 separate species, C4H6INO in total at a distorted geometry, with properties calculated with ωB97M-V/def2-TZVPD.

Cartesian coordinates (Å):
1 C 1.45883 -0.58649 -0.03852
2 C -0.00266 1.29375 -0.46094
3 C -0.89009 -1.15523 -0.58153
4 C 0.13127 -0.18850 -0.18830
5 N 2.56237 -0.82835 0.05670
6 O -0.24537 -0.35253 1.95369
7 I 0.44431 1.10867 2.86188
8 H 0.77320 1.66712 0.16029
9 H 0.21923 1.59006 -1.47582
10 H -0.91429 1.80149 -0.41358
11 H -0.65565 -1.99727 -1.32442
12 H -1.80975 -0.66939 -0.87205
13 H -1.07140 -1.68331 0.32261

Calculated values
Strongest force on any atom   3.76 eV/Å
Charge   0
Energy above the lowest of the compared OMol25 structures with the same formula, charge and spin   438.3 kJ/mol
LUMO energy (alpha / beta)   -1.51 / -1.52 eV

# 3
Below is a structure of composition C5H8LiMgO4 at a distorted geometry, with properties calculated with ωB97M-V/def2-TZVPD.

Cartesian coordinates (Å):
1 C 1.64925 -2.23828 0.74935
2 C 1.48181 -1.02988 -0.12111
3 O 1.23964 -1.27694 -1.35836
4 Li -0.45903 -1.12999 -2.07704
5 H 2.05918 -1.93570 1.72516
6 H 0.68268 -2.75052 0.84701
7 H 2.30083 -2.96559 0.24064
8 H 2.13353 -0.13603 -0.03697
9 H 0.44414 0.06865 0.67467
10 O -0.18806 2.40645 0.88657
11 C -1.00760 0.94660 -1.95011
12 C -0.53584 1.15689 1.09881
13 O -0.45101 1.90507 -2.49586
14 O -1.82458 1.43222 -0.89402
15 C -1.78041 0.72297 0.33662
16 Mg -0.74891 3.34194 -0.84788
17 H -0.60822 0.87371 2.16691
18 H -2.68936 0.97449 0.89790
19 H -1.69804 -0.36607 0.15771

Calculated values
Spin multiplicity   2
Strongest force on any atom   3.47 eV/Å
Charge   0
Energy above the lowest of the compared OMol25 structures with the same formula, charge and spin   157.0 kJ/mol
⟨S²⟩   0.750
LUMO energy (alpha / beta)   -0.38 / -0.40 eV